# 1
Formula: C60H136N8O12
Source: the OMol25 dataset
Level of theory: ωB97M-V/def2-TZVPD

Each line ends with the Mulliken charge.
Atoms and positions in Å:
C1 6.256 -7.173 1.703  -1.99
C2 4.755 -7.392 1.706  1.69
C3 4.328 -8.497 2.705  -1.68
C4 4.091 -6.010 2.111  -1.33
C5 2.621 -5.839 1.749  -0.63
C6 2.525 -6.065 0.240  -1.14
C7 3.120 -7.385 -0.313  1.80
C8 2.035 -8.487 0.039  -1.92
C9 3.267 -7.268 -1.800  -1.97
N1 4.426 -7.752 0.334  0.46
O1 4.997 -8.919 -0.128  -0.50
H1 6.503 -6.298 1.102  0.43
H2 6.541 -7.056 2.749  0.41
H3 6.818 -7.980 1.234  0.43
H4 4.731 -9.482 2.471  0.35
H5 4.476 -8.175 3.736  0.42
H6 3.243 -8.531 2.607  0.35
H7 4.138 -5.871 3.191  0.48
H8 4.565 -5.144 1.648  0.37
H9 2.071 -6.588 2.321  0.32
H10 2.134 -4.931 2.104  0.15
H11 3.140 -5.312 -0.252  0.24
H12 1.473 -5.923 -0.008  0.48
H13 2.490 -9.476 -0.022  0.46
H14 1.224 -8.713 -0.654  0.45
H15 1.544 -8.438 1.011  0.30
H16 3.999 -6.475 -1.953  0.49
H17 2.404 -6.782 -2.256  0.38
H18 3.671 -8.134 -2.323  0.37
H19 5.821 -8.670 -0.554  0.34
C10 5.040 0.278 -6.897  -1.99
C11 5.208 1.328 -5.766  1.43
C12 5.729 0.700 -4.402  -1.44
C13 6.248 2.338 -6.256  -1.21
C14 6.314 3.583 -5.368  -0.69
C15 4.967 4.265 -5.415  -1.13
C16 3.783 3.346 -4.990  2.09
C17 3.849 3.186 -3.429  -1.61
C18 2.513 4.025 -5.496  -1.91
N2 3.922 2.041 -5.699  0.41
O2 2.910 1.149 -5.242  -0.25
H20 4.919 0.622 -7.925  0.25
H21 5.900 -0.391 -6.900  0.44
H22 4.218 -0.387 -6.632  0.42
H23 6.511 -0.035 -4.592  0.49
H24 6.035 1.446 -3.669  0.35
H25 5.006 0.110 -3.840  0.10
H26 7.239 1.886 -6.276  0.38
H27 6.011 2.673 -7.265  0.41
H28 6.718 3.354 -4.382  0.33
H29 6.994 4.294 -5.837  0.46
H30 4.874 4.848 -6.332  0.36
H31 5.174 4.918 -4.568  0.26
H32 3.152 2.423 -3.080  0.06
H33 3.710 4.101 -2.852  0.46
H34 4.794 2.803 -3.045  0.39
H35 2.554 5.075 -5.208  0.50
H36 1.640 3.553 -5.046  0.13
H37 2.467 3.906 -6.579  0.39
H38 2.332 1.093 -6.007  -0.01
C19 2.176 -2.130 -1.662  -1.99
C20 2.035 -0.877 -0.906  1.79
C21 3.462 -0.500 -0.244  -1.34
C22 1.766 0.198 -1.981  -0.81
C23 0.321 0.269 -2.508  -1.09
C24 -0.687 0.295 -1.289  -0.92
C25 -0.513 -0.877 -0.279  1.88
C26 -1.421 -0.516 0.902  -1.93
C27 -1.009 -2.168 -0.958  -1.85
N3 0.925 -0.862 0.112  1.50
O3 1.102 -1.726 1.189  -0.31
H39 2.130 -2.956 -0.953  0.13
H40 1.285 -2.292 -2.270  0.42
H41 3.058 -2.166 -2.301  0.47
H42 3.998 -1.332 0.213  0.32
H43 4.045 -0.024 -1.032  0.25
H44 3.281 0.151 0.611  0.05
H45 1.870 1.145 -1.452  0.08
H46 2.541 0.163 -2.746  0.26
H47 0.105 1.145 -3.119  0.35
H48 0.141 -0.578 -3.170  0.28
H49 -1.674 0.264 -1.750  0.80
H50 -0.560 1.278 -0.836  -0.52
H51 -2.471 -0.525 0.608  0.73
H52 -1.080 0.449 1.277  -0.18
H53 -1.326 -1.136 1.794  0.28
H54 -0.664 -3.127 -0.573  0.18
H55 -0.828 -2.154 -2.033  0.30
H56 -2.082 -2.234 -0.779  0.51
H57 1.279 -1.177 1.956  0.19
C28 -7.112 2.667 5.196  -1.81
C29 -5.763 3.312 5.564  1.98
C30 -5.772 4.862 5.441  -2.04
C31 -5.444 2.919 7.056  -1.48
C32 -4.882 1.482 7.208  -0.73
C33 -3.732 1.322 6.270  -1.45
C34 -4.076 1.566 4.779  1.69
C35 -2.661 1.583 4.050  -2.51
C36 -4.986 0.406 4.217  -1.90
N4 -4.702 2.812 4.601  0.77
O4 -5.019 3.119 3.284  -0.53
H58 -7.895 3.423 5.141  0.49
H59 -7.089 2.266 4.183  0.31
H60 -7.430 1.847 5.840  0.31
H61 -6.309 5.185 4.550  0.43
H62 -6.233 5.255 6.347  0.49
H63 -4.782 5.317 5.432  0.35
H64 -4.747 3.614 7.523  0.43
H65 -6.336 3.010 7.675  0.50
H66 -4.642 1.157 8.220  0.42
H67 -5.604 0.749 6.849  0.24
H68 -3.403 0.291 6.394  0.46
H69 -2.927 2.014 6.516  0.52
H70 -2.031 2.388 4.427  0.66
H71 -2.692 1.604 2.961  0.44
H72 -2.027 0.738 4.318  0.27
H73 -5.177 0.672 3.177  0.65
H74 -5.895 0.206 4.784  0.11
H75 -4.419 -0.524 4.190  0.55
H76 -4.633 3.968 3.058  0.19
C37 -2.979 5.427 2.151  -0.74
O5 -2.558 4.094 1.652  -0.01
C38 -2.296 3.983 0.227  -1.05
C39 -0.794 3.987 0.000  0.06
N5 -0.203 5.330 0.051  -0.18
C40 1.005 5.429 -0.735  -0.35
C41 1.638 6.756 -0.347  -0.81
O6 1.834 6.789 1.101  -0.26
C42 1.696 8.017 1.779  -0.83
H77 -3.431 5.326 3.137  0.05
H78 -3.783 5.816 1.526  0.48
H79 -2.167 6.151 2.224  0.20
H80 -2.791 4.785 -0.320  0.40
H81 -2.711 3.025 -0.087  0.34
H82 -0.700 3.604 -1.016  0.34
H83 -0.369 3.237 0.667  -0.09
H84 0.079 5.655 0.964  0.35
H85 0.716 5.368 -1.784  0.44
H86 1.701 4.608 -0.570  0.13
H87 0.913 7.508 -0.660  0.42
H88 2.581 6.885 -0.879  0.38
H89 0.687 8.357 1.545  0.36
H90 2.351 8.840 1.493  0.30
H91 1.809 7.774 2.835  0.24
C43 2.360 3.749 2.677  -0.47
O7 2.303 2.622 3.641  -0.57
C44 1.276 1.655 3.350  0.78
C45 1.395 0.450 4.248  -1.02
N6 2.190 -0.589 3.543  -0.19
C46 2.038 -1.951 4.008  -0.74
C47 2.583 -2.217 5.418  -0.90
O8 3.968 -1.927 5.429  -0.33
C48 4.646 -2.023 6.692  -0.79
H92 2.899 4.556 3.176  0.34
H93 1.340 4.036 2.421  0.08
H94 2.996 3.401 1.863  0.24
H95 1.506 1.447 2.305  -0.15
H96 0.268 2.069 3.325  -0.14
H97 0.397 0.138 4.555  0.43
H98 2.030 0.750 5.082  0.50
H99 3.174 -0.411 3.677  0.40
H100 2.505 -2.693 3.360  0.20
H101 0.992 -2.258 3.991  0.45
H102 2.486 -3.247 5.760  0.58
H103 1.999 -1.614 6.114  0.37
H104 5.724 -2.014 6.533  0.23
H105 4.411 -2.936 7.238  0.32
H106 4.357 -1.148 7.274  0.30
C49 -11.956 -3.287 5.251  -0.76
O9 -10.708 -2.742 4.771  -0.30
C50 -10.839 -2.382 3.383  -0.78
C51 -9.418 -1.950 3.009  -0.37
N7 -8.523 -3.105 2.958  -0.41
C52 -7.186 -2.593 3.238  -0.38
C53 -6.171 -3.705 2.982  -0.81
O10 -4.840 -3.251 3.404  -0.38
C54 -4.074 -2.624 2.389  -0.73
H107 -12.458 -3.938 4.535  0.31
H108 -12.647 -2.468 5.450  0.29
H109 -11.832 -3.834 6.186  0.25
H110 -11.542 -1.556 3.270  0.46
H111 -11.186 -3.180 2.726  0.41
H112 -9.152 -1.182 3.735  0.18
H113 -9.476 -1.523 2.007  0.38
H114 -8.831 -3.808 3.614  0.31
H115 -7.045 -2.257 4.266  0.32
H116 -6.815 -1.815 2.572  0.30
H117 -6.249 -4.109 1.973  0.37
H118 -6.524 -4.542 3.585  0.42
H119 -3.960 -3.327 1.563  0.56
H120 -3.094 -2.497 2.849  0.18
H121 -4.461 -1.684 1.995  0.22
C55 -2.675 2.177 -6.074  -0.84
O11 -1.417 2.348 -5.462  -0.33
C56 -0.400 1.529 -5.929  0.59
C57 -0.033 1.892 -7.389  -0.60
N8 0.981 1.000 -7.966  -0.05
C58 1.249 1.322 -9.366  -0.86
C59 2.598 0.746 -9.898  -0.22
O12 3.329 1.471 -10.947  -0.38
C60 4.275 0.655 -11.707  -0.72
H122 -2.803 3.020 -6.753  0.27
H123 -3.448 2.246 -5.308  0.25
H124 -2.704 1.236 -6.624  0.36
H125 -0.736 0.494 -5.866  0.44
H126 0.514 1.600 -5.338  -0.81
H127 0.448 2.869 -7.358  0.23
H128 -0.894 1.882 -8.058  0.72
H129 0.519 0.103 -7.928  0.21
H130 1.405 2.401 -9.347  0.39
H131 0.459 1.204 -10.108  0.35
H132 2.334 -0.204 -10.364  0.40
H133 3.347 0.323 -9.228  0.12
H134 4.732 1.300 -12.458  0.28
H135 3.823 -0.104 -12.346  0.29
H136 5.091 0.263 -11.099  0.26

Output
Multiplicity: 1
SMILES string: CC1(C)CCCC(C)(C)N1O.CC1(C)CCCC(C)(C)N1O.CC1(C)CCCC(C)(C)N1O.CC1(C)CCCC(C)(C)N1O.COCCNCCOC.COCCNCCOC.COCCNCCOC.COCCNCCOC
HOMO-LUMO gap in eV: 8.4
Max |F| in eV Å⁻¹: 3.75
DFT total energy in Eh: -3708.10427
ΔE to the lowest compared entry with this formula, charge and spin in kJ/mol: 538.6

---

# 2
Formula: C70H67F14IN3O2
Source: the OMol25 dataset
Level of theory: ωB97M-V/def2-TZVPD

Each line ends with the Mulliken charge.
Atoms and positions in Å:
C1 -2.623 5.248 4.843  -1.31
C2 -3.302 5.009 3.509  -0.35
N1 -3.780 3.601 3.361  0.64
C3 -2.707 2.730 2.855  -0.02
C4 -2.612 1.401 3.639  -2.02
N2 -1.402 1.253 4.502  0.17
C5 -1.544 1.571 5.810  0.70
C6 -2.824 2.174 6.351  -1.12
O1 -2.476 3.028 7.409  -0.40
C7 -3.336 2.929 8.542  -0.82
C8 -0.512 1.340 6.691  -0.22
C9 0.666 0.774 6.251  -0.27
I1 2.117 0.403 7.684  0.21
C10 0.833 0.457 4.890  1.22
C11 2.121 -0.186 4.431  -2.25
N3 3.208 0.792 4.282  -0.32
C12 -0.216 0.743 4.036  0.46
C13 -0.017 0.436 2.544  0.21
F1 1.222 0.831 2.195  -0.33
F2 -0.858 1.121 1.741  -0.08
C14 -0.204 -1.101 2.208  0.86
F3 -0.305 -1.818 3.338  -0.26
F4 -1.327 -1.263 1.509  -0.25
F5 0.830 -1.551 1.506  -0.21
C15 -4.881 3.603 2.401  0.77
C16 -6.095 2.798 2.789  -1.54
O2 -4.809 4.204 1.363  -0.53
H1 -2.438 6.316 4.961  0.55
H2 -3.251 4.934 5.675  0.21
H3 -1.655 4.744 4.924  0.26
H4 -4.166 5.668 3.425  0.33
H5 -2.625 5.271 2.690  0.33
H6 -2.849 2.477 1.803  -0.56
H7 -1.747 3.250 2.900  0.69
H8 -3.481 1.318 4.281  1.05
H9 -2.652 0.537 2.981  0.29
H10 -3.477 1.366 6.702  0.46
H11 -3.352 2.738 5.581  0.35
H12 -3.092 3.759 9.199  0.26
H13 -3.172 1.987 9.074  0.36
H14 -4.385 3.005 8.247  0.34
H15 -0.649 1.609 7.727  0.55
H16 2.355 -0.951 5.177  0.69
H17 1.991 -0.722 3.494  0.18
H18 2.926 1.698 4.639  0.33
H19 3.991 0.488 4.847  0.36
H20 -6.983 3.375 2.537  0.43
H21 -6.090 2.524 3.841  0.29
H22 -6.115 1.897 2.170  0.38
F6 0.855 -7.418 3.451  -0.32
C17 0.652 -6.847 2.246  0.45
C18 0.863 -5.489 2.113  -0.67
C19 0.654 -4.905 0.871  -0.41
C20 0.238 -5.672 -0.208  -0.61
C21 0.033 -7.036 -0.043  -0.30
C22 0.242 -7.636 1.191  -0.58
H23 1.186 -4.912 2.969  0.45
H24 0.821 -3.846 0.743  0.62
H25 0.078 -5.212 -1.171  0.52
H26 -0.292 -7.638 -0.881  0.41
H27 0.093 -8.696 1.340  0.43
F7 0.089 -4.936 -3.448  -0.33
C23 -0.641 -5.639 -4.348  0.40
C24 -1.995 -5.784 -4.130  -0.35
C25 -2.738 -6.505 -5.054  -0.46
C26 -2.123 -7.063 -6.166  -0.50
C27 -0.757 -6.903 -6.356  -0.43
C28 -0.001 -6.183 -5.442  -0.46
H28 -2.452 -5.341 -3.255  0.45
H29 -3.803 -6.628 -4.907  0.40
H30 -2.708 -7.625 -6.881  0.45
H31 -0.275 -7.342 -7.220  0.39
H32 1.064 -6.041 -5.570  0.43
F8 -5.719 7.265 5.331  -0.31
C29 -6.474 7.797 4.340  0.37
C30 -6.607 9.167 4.259  -0.58
C31 -7.376 9.694 3.231  -0.33
C32 -7.992 8.856 2.311  -0.52
C33 -7.840 7.480 2.416  -0.41
C34 -7.075 6.942 3.441  -0.18
H33 -6.120 9.801 4.988  0.42
H34 -7.492 10.766 3.148  0.37
H35 -8.589 9.275 1.513  0.39
H36 -8.318 6.824 1.702  0.35
H37 -6.938 5.873 3.549  0.42
F9 8.965 4.602 3.965  -0.29
C35 8.009 3.927 3.287  0.49
C36 8.108 3.854 1.913  -0.33
C37 7.128 3.167 1.215  -0.29
C38 6.074 2.567 1.890  -0.88
C39 5.999 2.661 3.273  0.18
C40 6.973 3.347 3.988  -0.66
H38 8.934 4.328 1.401  0.30
H39 7.196 3.104 0.137  0.36
H40 5.312 2.030 1.342  0.46
H41 5.174 2.199 3.797  0.22
H42 6.939 3.431 5.066  0.43
F10 -4.383 2.563 -4.675  -0.31
C41 -3.659 2.194 -3.605  0.34
C42 -4.102 2.553 -2.348  -0.58
C43 -3.350 2.166 -1.249  0.10
C44 -2.178 1.441 -1.416  -0.38
C45 -1.754 1.097 -2.693  -0.50
C46 -2.499 1.471 -3.802  -0.57
H43 -5.012 3.127 -2.242  0.46
H44 -3.685 2.445 -0.260  0.05
H45 -1.592 1.143 -0.559  0.47
H46 -0.839 0.537 -2.830  0.41
H47 -2.192 1.211 -4.805  0.44
F11 10.180 6.869 0.341  -0.32
C47 11.273 6.853 1.142  0.50
C48 12.440 7.431 0.687  -0.55
C49 13.555 7.398 1.511  -0.31
C50 13.490 6.791 2.758  -0.56
C51 12.302 6.215 3.186  -0.39
C52 11.175 6.247 2.378  -0.34
H48 12.469 7.892 -0.291  0.43
H49 14.480 7.849 1.176  0.36
H50 14.365 6.765 3.393  0.38
H51 12.247 5.737 4.155  0.38
H52 10.240 5.811 2.694  0.46
F12 -4.214 -9.840 -7.425  -0.23
C53 -3.097 -10.544 -7.719  0.39
C54 -2.511 -11.303 -6.727  -0.47
C55 -1.359 -12.013 -7.033  -0.37
C56 -0.813 -11.951 -8.308  -0.57
C57 -1.423 -11.177 -9.285  -0.39
C58 -2.578 -10.464 -8.995  -0.31
H53 -2.951 -11.331 -5.740  0.42
H54 -0.887 -12.617 -6.270  0.37
H55 0.085 -12.507 -8.540  0.39
H56 -1.001 -11.126 -10.279  0.38
H57 -3.074 -9.858 -9.742  0.43
F13 9.833 2.499 -0.887  -0.33
C59 9.411 3.041 -2.049  0.27
C60 9.466 4.412 -2.199  -0.22
C61 9.028 4.964 -3.394  -0.35
C62 8.545 4.149 -4.409  -0.55
C63 8.500 2.773 -4.229  -0.33
C64 8.937 2.206 -3.041  -0.49
H58 9.842 5.030 -1.393  0.44
H59 9.067 6.036 -3.531  0.39
H60 8.207 4.585 -5.339  0.38
H61 8.125 2.135 -5.018  0.36
H62 8.916 1.137 -2.880  0.44
F14 -10.396 -6.710 -7.405  -0.32
C65 -9.303 -7.421 -7.752  0.36
C66 -8.690 -8.205 -6.795  -0.43
C67 -7.567 -8.935 -7.158  -0.39
C68 -7.075 -8.870 -8.454  -0.40
C69 -7.712 -8.072 -9.395  -0.37
C70 -8.839 -7.339 -9.048  -0.43
H63 -9.091 -8.238 -5.791  0.42
H64 -7.074 -9.559 -6.424  0.36
H65 -6.201 -9.440 -8.728  0.41
H66 -7.331 -8.016 -10.405  0.36
H67 -9.354 -6.714 -9.765  0.42

Output
Multiplicity: 1
Net charge: +1
HOMO-LUMO gap in eV: 5.7
Max |F| in eV Å⁻¹: 0.62
DFT total energy in Eh: -4717.87439

---

# 3
Formula: C4H2O2
Source: the OMol25 dataset
Level of theory: ωB97M-V/def2-TZVPD

Each line ends with the natural charge from an NBO analysis.
Atoms and positions in Å:
O1 -3.732 0.210 0.244  -0.44
C1 -2.610 0.011 0.052  0.67
C2 -1.399 -0.175 -0.307  -0.43
C3 -0.034 -0.221 -0.106  0.10
C4 1.435 -0.441 0.104  0.07
O2 2.277 0.570 0.029  -0.69
H1 1.879 -1.266 0.533  0.21
H2 2.186 1.313 -0.549  0.50

Output
Multiplicity: 1
SMILES string: O=C=C=C=CO
HOMO-LUMO gap in eV: 6.9
Max |F| in eV Å⁻¹: 9.13
DFT total energy in Eh: -303.92690
ΔE to the lowest compared entry with this formula, charge and spin in kJ/mol: 217.7

---

- Among the records above, which one has the lowest DFT total energy?
  C70H67F14IN3O2